7
Properties=species:S:1:pos:R:3:forces:R:3:nbo_charge:R:1 method="wB97M-V/def2-TZVPD" multiplicity=3 de_lowest_kcal_mol=116.1 total_charge=+1 e_tot_ha=-281.960108 homo_lumo_gap_ev="5.881 / 6.599" fmax_ha_per_bohr=0.271
C 0.1053 0.4154 -1.5579 -0.33 3.72 -0.07 0.153
C 0.2726 -0.7244 -1.1893 -0.23 -4.40 0.49 0.147
N -0.1236 0.1911 1.9233 -0.05 3.23 10.30 0.584
O -0.6322 1.1725 1.9721 -4.22 7.33 -2.40 -0.214
O 0.2844 -0.7239 1.5186 4.25 -10.51 -8.12 -0.254
H -0.0409 1.4718 -1.4899 0.07 0.38 -0.53 0.285
H 0.1343 -1.8024 -1.1769 0.51 0.26 0.34 0.298

---

8
Properties=species:S:1:pos:R:3:forces:R:3:nbo_charge:R:1 method="wB97M-V/def2-TZVPD" multiplicity=1 de_lowest_kcal_mol=35.7 e_tot_ha=-623.951268 homo_lumo_gap_ev="8.347 / 8.346" fmax_ha_per_bohr=0.074
C 0.2357 0.8931 -0.4172 1.63 3.12 -1.39 -0.101
C -1.0786 0.4390 -0.0916 -1.39 -3.04 0.64 0.782
N 1.2624 0.2675 -0.0592 0.72 -0.81 0.09 -0.571
O -2.1644 0.6299 -0.4627 0.63 -0.08 0.89 -0.414
O -0.6863 -1.0174 0.9172 -0.77 2.35 -1.39 -0.932
P 0.9240 -1.0645 1.0163 -1.16 2.60 2.12 1.100
H 0.3364 1.8769 -1.0674 -0.48 -2.13 1.31 0.232
H 1.1707 -2.0244 0.1646 0.83 -2.00 -2.25 -0.096

---

8
Properties=species:S:1:pos:R:3:forces:R:3:nbo_charge:R:1 method="wB97M-V/def2-TZVPD" smiles=Oc1conp1 multiplicity=1 de_lowest_kcal_mol=66.2 e_tot_ha=-623.902779 homo_lumo_gap_ev="9.849 / 9.848" fmax_ha_per_bohr=0.040
O -1.5924 -0.1421 -0.9993 0.37 0.00 0.08 -0.714
C -0.4537 0.1182 -0.2093 -0.23 0.11 -1.52 -0.132
C 0.5595 -0.7997 0.0092 -0.85 0.16 0.90 0.064
O 1.4771 -0.3568 0.8821 0.08 -0.43 0.28 -0.252
N 1.2811 0.8875 1.3553 0.18 0.70 -0.58 -0.466
P 0.0217 1.6240 0.6343 -0.46 -0.68 0.18 0.768
H -2.0232 0.5485 -1.5748 1.46 -0.51 1.37 0.505
H 0.7299 -1.8796 -0.0976 -0.54 0.66 -0.72 0.227

---

8
Properties=species:S:1:pos:R:3:forces:R:3:nbo_charge:R:1 method="wB97M-V/def2-TZVPD" multiplicity=1 de_lowest_kcal_mol=19.8 total_charge=-1 e_tot_ha=-357.967509 homo_lumo_gap_ev=10.296 fmax_ha_per_bohr=0.078
C 3.4430 -0.0805 -0.1269 3.28 1.23 1.24 0.184
C 1.9627 -0.1114 -0.0319 0.74 1.84 -1.75 0.687
N 4.5496 0.0960 0.2022 -1.48 -0.53 -0.97 -0.420
O 1.3978 0.9224 -0.4129 -0.49 0.62 0.06 -0.725
O 1.5833 -1.1637 0.3724 -1.93 -3.17 1.49 -0.676
O -1.1758 -0.0423 -0.3641 0.06 3.80 -0.94 -1.006
H -0.8745 -0.8482 -0.0782 1.05 -3.27 1.12 0.458
H -0.2953 0.4714 -0.3305 -1.24 -0.52 -0.26 0.498

---

9
Properties=species:S:1:pos:R:3:forces:R:3:nbo_charge:R:1 method="wB97M-V/def2-TZVPD" multiplicity=1 de_lowest_kcal_mol=57.1 total_charge=-1 e_tot_ha=-756.048970 homo_lumo_gap_ev=7.290 fmax_ha_per_bohr=0.039
C 2.2130 -0.5339 0.0170 -0.17 0.10 0.77 0.774
C 1.0672 0.3255 0.1082 -1.09 0.00 0.76 -0.229
N -2.1421 -0.7549 0.2246 0.40 0.93 -0.11 -1.079
O 1.8406 0.0297 -1.1183 0.89 -0.43 -1.08 -0.472
O 3.0434 -1.2593 0.4706 -0.02 0.12 -0.54 -0.565
O -4.3695 0.4166 -0.2145 1.01 0.67 0.04 -1.037
S -2.8705 0.5037 -0.0435 -1.26 -1.53 0.05 1.146
H 0.0424 -0.0760 0.1155 0.15 0.03 0.02 0.280
H 1.1756 1.3485 0.4405 0.09 0.11 0.08 0.182

---

10
Properties=species:S:1:pos:R:3:forces:R:3:nbo_charge:R:1 method="wB97M-V/def2-TZVPD" multiplicity=1 de_lowest_kcal_mol=28.3 total_charge=-1 e_tot_ha=-1154.293868 homo_lumo_gap_ev=8.205 fmax_ha_per_bohr=0.071
C 0.8807 -1.6873 -0.6941 -1.54 1.00 0.00 0.182
C -1.7059 0.2905 1.1128 -0.55 2.25 -1.11 0.271
N 0.3196 -0.6568 -0.5249 0.90 -1.11 0.19 -0.686
O 1.6652 1.6383 0.4196 -0.71 -0.45 0.42 -0.969
O 1.7961 1.3183 -1.9058 0.38 -0.53 -1.47 -0.964
O -1.6184 1.3562 0.4775 -0.87 -2.97 1.98 -0.530
S 1.3130 -3.1975 -0.9763 0.74 -0.88 -0.09 -0.271
S 0.9006 1.3276 -0.7842 0.60 1.80 0.70 1.722
H -0.8360 -0.0791 1.7091 -0.58 0.06 -0.38 0.147
H -2.7150 -0.3102 1.1663 1.63 0.83 -0.23 0.100